No. 1
37
Properties=species:S:1:pos:R:3:lowdin_charge:R:1 method="wB97M-V/def2-TZVPD" lumo_energy_ev=5.099 relative_energy_kj_mol=239.55 charge=-2
C -2.47 -1.60 4.56 -0.115
C -2.09 -0.45 3.68 -0.717
S -0.28 -0.37 3.36 0.833
O -2.83 0.35 3.14 0.008
H -3.52 -1.49 4.85 0.063
H -2.34 -2.54 4.01 0.080
H -1.84 -1.60 5.46 0.061
O -0.96 -2.00 1.31 -0.072
C -0.53 -0.93 1.66 -0.728
Co -0.17 0.71 0.78 0.058
C -1.69 1.22 0.18 -0.190
O -2.68 1.61 -0.29 0.057
C 0.02 2.06 1.90 -0.293
O 0.00 2.97 2.61 0.049
C 0.78 0.50 -0.92 -0.329
C 0.20 -0.36 -1.95 -0.206
C -0.19 -1.69 -1.68 -0.038
C -0.92 -2.42 -2.62 -0.111
C -1.19 -1.87 -3.88 -0.153
C -0.68 -0.61 -4.21 -0.131
C 0.01 0.15 -3.26 -0.041
C 1.47 1.74 -1.06 -0.388
C 1.38 2.94 -1.64 -0.065
Co 2.24 0.69 0.10 0.056
C 2.27 -0.80 1.06 -0.159
O 2.46 -1.81 1.60 0.083
C 2.62 1.98 1.28 -0.140
O 3.03 2.78 2.00 0.102
C 3.80 0.54 -0.70 -0.126
O 4.82 0.43 -1.23 0.086
H 0.06 -2.13 -0.71 0.091
H -1.28 -3.42 -2.35 0.089
H -1.78 -2.44 -4.61 0.071
H -0.82 -0.19 -5.21 0.078
H 0.38 1.15 -3.49 0.092
H 2.17 3.67 -1.43 0.014
H 0.55 3.22 -2.29 0.029

No. 2
23
Properties=species:S:1:pos:R:3:lowdin_charge:R:1 method="wB97M-V/def2-TZVPD" lumo_energy_ev="-3.567 / -6.907" relative_energy_kj_mol=122.49 spin_multiplicity=2 charge=+1 s2=0.77
C -3.22 1.06 -0.34 -0.054
C -1.80 0.62 -0.86 -0.202
C -0.79 0.51 0.21 0.035
C -0.66 1.38 1.27 -0.062
N 0.25 1.26 2.24 0.048
C 0.05 2.03 3.46 -0.025
H -3.15 2.10 -0.05 0.072
H -3.95 0.78 -1.09 0.082
H -3.34 0.54 0.61 0.073
H -1.51 1.31 -1.65 0.141
H -1.86 -0.38 -1.28 0.117
H -0.08 -0.31 0.13 0.139
H -1.23 2.29 1.25 0.142
H 1.22 1.06 2.00 0.181
H -0.75 2.74 3.32 0.096
H 0.95 2.55 3.78 0.104
H -0.15 1.40 4.34 0.113
H 4.34 -3.59 -0.30 0.034
H 3.63 -3.78 -1.72 0.030
O 3.66 -3.29 -0.89 -0.063
H 2.10 -2.14 -4.42 0.039
H 1.38 -2.77 -3.40 0.026
O 1.19 -2.12 -4.09 -0.065

No. 3
10
Properties=species:S:1:pos:R:3:lowdin_charge:R:1 method="wB97M-V/def2-TZVPD" smiles=Oc1cnc[nH]1 lumo_energy_ev=0.639 relative_energy_kj_mol=115.28 charge=0
O -1.67 -1.23 -0.11 0.042
C -0.69 -0.23 -0.05 -0.293
C -0.40 1.20 -0.14 -0.097
N 0.96 1.37 0.01 0.018
C 1.48 0.18 0.11 -0.236
N 0.54 -0.81 0.07 0.089
H -2.54 -0.83 -0.15 0.103
H -1.00 2.13 -0.02 0.100
H 2.52 -0.02 0.22 0.108
H 0.74 -1.80 0.11 0.165

No. 4
106
Properties=species:S:1:pos:R:3:lowdin_charge:R:1 method="wB97M-V/def2-TZVPD" lumo_energy_ev="4.145 / 4.142" relative_energy_kj_mol=161.23 spin_multiplicity=2 charge=-2 s2=0.79
Ru -0.71 -0.52 1.31 0.428
C -4.13 -0.28 -1.97 -0.146
C -2.86 -0.56 -1.19 -0.812
S -2.77 0.25 0.34 0.581
C -1.91 -1.37 -1.68 -0.784
C -2.00 -2.02 -3.05 -0.130
S -0.48 -1.78 -0.78 0.558
H -4.79 0.36 -1.38 0.044
H -4.66 -1.21 -2.20 0.074
H -3.92 0.24 -2.91 0.060
H -2.74 -1.55 -3.69 0.058
H -2.26 -3.08 -2.96 0.066
H -1.03 -1.97 -3.54 0.040
C 2.64 -1.68 1.71 -0.159
O 1.27 -1.99 1.77 -0.383
Si 0.42 -2.51 3.13 0.252
C 1.11 -4.21 3.60 -0.161
C 0.90 -1.40 4.55 -0.157
C -1.29 -2.46 2.54 -0.509
Si -1.82 -3.90 1.55 0.362
C -2.39 -5.36 2.63 -0.199
C -0.45 -4.74 0.52 -0.225
C -3.28 -3.59 0.40 -0.183
Si -2.54 -1.83 3.73 0.355
C -2.72 -2.99 5.23 -0.196
C -2.21 -0.15 4.51 -0.184
C -4.29 -1.76 3.02 -0.199
H 3.25 -2.52 2.06 0.078
H 2.86 -0.79 2.31 0.083
H 2.89 -1.46 0.67 0.049
H 2.13 -4.13 4.00 0.017
H 1.14 -4.88 2.73 0.007
H 0.49 -4.68 4.37 0.021
H 1.95 -1.56 4.82 0.028
H 0.29 -1.59 5.44 0.022
H 0.77 -0.36 4.24 0.008
H -1.66 -5.56 3.43 0.015
H -2.49 -6.27 2.03 0.019
H -3.36 -5.16 3.11 0.007
H -0.01 -5.58 1.07 0.010
H 0.36 -4.05 0.27 -0.024
H -0.86 -5.12 -0.42 0.020
H -4.21 -3.99 0.82 0.018
H -3.11 -4.07 -0.58 0.021
H -3.41 -2.52 0.22 -0.006
H -1.75 -3.16 5.71 0.013
H -3.12 -3.96 4.94 -0.003
H -3.39 -2.56 5.99 0.015
H -1.75 -0.26 5.50 0.023
H -3.14 0.42 4.61 0.029
H -1.52 0.43 3.90 -0.017
H -4.63 -2.76 2.71 0.009
H -4.34 -1.10 2.15 -0.021
H -4.98 -1.39 3.79 0.022
C 4.22 -0.24 -3.09 -0.223
Si 2.71 0.57 -3.87 0.315
C 3.34 1.38 -5.46 -0.220
C 1.57 -0.83 -4.39 -0.221
Si 1.66 2.00 -2.37 -0.009
Te 0.74 0.79 -0.41 0.665
Si 3.18 3.67 -1.81 0.316
C 4.60 2.93 -0.82 -0.230
C 2.35 4.94 -0.69 -0.225
C 4.00 4.66 -3.20 -0.222
Si -0.07 3.04 -3.54 0.313
C -1.11 4.06 -2.35 -0.223
C -1.23 1.73 -4.26 -0.215
C 0.36 4.19 -4.98 -0.226
H 4.66 -1.01 -3.74 0.022
H 3.94 -0.71 -2.15 0.024
H 5.00 0.50 -2.87 0.005
H 3.85 0.65 -6.09 0.021
H 4.04 2.20 -5.23 0.005
H 2.52 1.82 -6.03 0.009
H 2.11 -1.64 -4.88 0.027
H 0.78 -0.47 -5.06 0.012
H 1.08 -1.23 -3.49 0.000
H 4.19 2.27 -0.05 0.024
H 5.21 3.69 -0.33 0.021
H 5.25 2.32 -1.45 0.005
H 1.78 4.41 0.08 0.019
H 1.65 5.56 -1.24 0.012
H 3.08 5.58 -0.18 0.022
H 4.60 4.01 -3.84 0.006
H 4.65 5.44 -2.79 0.021
H 3.25 5.14 -3.84 0.007
H -1.37 3.44 -1.48 0.020
H -2.03 4.41 -2.81 0.024
H -0.55 4.92 -1.98 0.009
H -1.45 0.98 -3.49 0.018
H -0.77 1.21 -5.10 0.012
H -2.18 2.17 -4.59 0.027
H 0.98 5.03 -4.64 0.005
H -0.56 4.61 -5.42 0.019
H 0.91 3.67 -5.76 0.006
C -1.23 2.81 2.70 -0.084
C 0.19 2.24 2.72 -0.662
C 0.96 2.76 3.93 -0.081
O 0.24 0.86 2.69 -0.470
H -1.23 3.88 2.47 0.066
H -1.72 2.65 3.66 0.061
H -1.81 2.29 1.93 0.014
H 0.70 2.67 1.82 0.050
H 0.45 2.47 4.85 0.068
H 1.06 3.85 3.90 0.061
H 1.96 2.32 3.94 0.065

No. 5
47
Properties=species:S:1:pos:R:3:lowdin_charge:R:1 method="wB97M-V/def2-TZVPD" lumo_energy_ev=-0.200 charge=0
C 1.17 2.96 -0.43 -0.059
O 0.37 1.79 -0.37 -0.092
C -0.98 1.94 -0.21 -0.181
C -1.78 0.94 -0.76 0.042
C -3.17 0.99 -0.67 -0.197
C -4.05 -0.03 -1.23 -0.104
N -3.97 -1.30 -1.19 0.082
N -2.94 -1.91 -0.57 0.057
C -2.86 -3.27 -0.48 -0.405
O -3.64 -4.05 -0.97 0.101
C -1.66 -3.68 0.28 -0.163
C -1.07 -4.91 0.40 0.030
C 0.10 -4.71 1.18 0.008
C 0.12 -3.38 1.49 -0.265
C 1.11 -2.53 2.21 -0.023
N 1.75 -1.62 1.27 -0.120
C 2.87 -0.90 1.47 -0.068
C 3.08 -0.17 0.32 -0.607
Br 4.49 1.01 -0.01 0.813
C 2.00 -0.52 -0.51 -0.254
N 1.69 -0.06 -1.82 -0.354
O 2.46 0.74 -2.31 0.046
O 0.71 -0.51 -2.36 0.098
N 1.22 -1.40 0.10 0.199
O -0.95 -2.76 0.96 0.068
C -3.77 2.08 -0.04 0.021
C -2.99 3.06 0.55 -0.191
O -3.46 4.16 1.23 -0.094
C -4.85 4.34 1.32 -0.075
C -1.58 2.99 0.49 -0.159
O -0.86 3.96 1.11 0.071
H 1.42 3.32 0.57 0.094
H 0.67 3.75 -0.99 0.105
H 2.07 2.68 -0.97 0.058
H -1.28 0.16 -1.32 0.110
H -4.96 0.32 -1.71 0.115
H -2.22 -1.35 -0.12 0.128
H -1.41 -5.83 -0.03 0.121
H 0.81 -5.45 1.47 0.113
H 1.87 -3.16 2.68 0.141
H 0.61 -1.94 2.98 0.143
H 3.45 -0.95 2.37 0.128
H -4.84 2.13 0.01 0.111
H -5.31 4.43 0.33 0.100
H -5.33 3.51 1.86 0.100
H -5.00 5.26 1.88 0.096
H -1.48 4.60 1.48 0.112

No. 6
13
Properties=species:S:1:pos:R:3:lowdin_charge:R:1 method="wB97M-V/def2-TZVPD" lumo_energy_ev=3.026 relative_energy_kj_mol=134.19 charge=-1
C 1.95 0.74 -0.54 -0.056
C 1.06 0.38 0.34 -0.297
C 0.69 -1.12 0.67 -0.565
O -2.85 0.62 -1.72 -0.453
O -1.47 1.33 0.12 -0.463
S -3.47 -0.68 0.87 0.093
S -0.42 -1.60 -0.71 0.443
S -2.29 0.30 -0.41 0.084
H 2.08 1.82 -0.67 0.052
H 2.64 0.09 -1.10 0.058
H 0.43 0.99 0.89 0.037
H 0.11 -1.10 1.56 0.033
H 1.53 -1.77 0.70 0.035

No. 7
20
Properties=species:S:1:pos:R:3:lowdin_charge:R:1 method="wB97M-V/def2-TZVPD" lumo_energy_ev=0.676 relative_energy_kj_mol=83.94 charge=0
C -1.15 -0.71 1.35 -0.100
C -0.78 0.07 0.03 -0.851
C -1.99 0.14 -0.83 -0.141
S -0.33 1.78 0.52 0.812
C 0.40 -0.69 -0.62 -0.208
C 1.63 -0.92 0.20 -0.221
N 2.67 -0.21 0.36 -0.042
N 2.65 1.04 -0.16 -0.029
H -1.54 -1.71 1.15 0.086
H -1.93 -0.18 1.89 0.071
H -0.28 -0.82 2.02 0.077
H -1.74 0.62 -1.77 0.072
H -2.29 -0.90 -1.08 0.093
H -2.84 0.68 -0.35 0.097
H -0.15 2.38 -0.65 -0.113
H 0.63 -0.13 -1.55 0.121
H 0.03 -1.65 -0.99 0.116
H 1.71 -1.94 0.59 0.104
H 1.80 1.60 -0.08 -0.027
H 3.52 1.55 -0.02 0.083

No. 8
87
Properties=species:S:1:pos:R:3:lowdin_charge:R:1 method="wB97M-V/def2-TZVPD" smiles="C=CC[C@@]1(CC)OC(=O)O[C@@H]1P(O)O.CCCCCC.CCCCCC.CCCCCC" lumo_energy_ev=-0.208 charge=0
C -0.09 -3.11 -0.80 0.005
C -0.35 -2.02 -1.56 -0.138
C 0.29 -0.69 -1.24 -0.105
C 0.19 0.38 -2.30 -0.422
C 0.93 1.62 -1.77 -0.168
C 2.44 1.45 -1.71 -0.062
O 0.89 -0.07 -3.48 0.077
C 0.05 -0.02 -4.54 -0.504
O 0.06 -0.72 -5.52 0.176
O -0.86 0.99 -4.23 0.021
C -1.18 0.67 -2.89 -0.361
P -2.49 1.79 -2.15 0.900
O -1.77 3.18 -1.69 -0.271
O -3.09 1.02 -0.82 -0.280
H -0.23 -3.04 0.27 0.052
H 0.31 -4.02 -1.22 0.058
H -1.01 -2.17 -2.41 0.105
H -0.12 -0.30 -0.30 0.128
H 1.33 -0.92 -1.06 0.120
H 0.58 1.78 -0.75 0.107
H 0.66 2.50 -2.34 0.114
H 2.83 0.95 -2.58 0.068
H 2.74 0.93 -0.81 0.075
H 2.89 2.43 -1.65 0.075
H -1.72 -0.28 -2.97 0.116
H -1.23 3.12 -0.90 0.045
H -2.45 1.05 -0.10 0.053
C -4.45 -4.57 4.10 -0.107
C -3.33 -3.96 3.25 -0.267
C -3.50 -2.46 3.02 -0.241
C -4.76 -2.06 2.24 -0.223
C -4.88 -2.70 0.86 -0.259
C -3.74 -2.31 -0.08 -0.106
H -5.42 -4.47 3.61 0.066
H -4.26 -5.63 4.26 0.069
H -4.50 -4.08 5.07 0.075
H -3.26 -4.48 2.30 0.100
H -2.38 -4.12 3.76 0.098
H -2.61 -2.08 2.49 0.092
H -3.51 -1.94 3.99 0.105
H -4.76 -0.97 2.13 0.109
H -5.64 -2.30 2.83 0.102
H -5.83 -2.39 0.42 0.106
H -4.93 -3.79 0.95 0.100
H -3.70 -1.23 -0.21 0.049
H -3.89 -2.77 -1.06 0.077
H -2.78 -2.65 0.30 0.046
C 1.77 3.22 -5.82 -0.093
C 2.88 2.45 -6.52 -0.256
C 3.85 1.77 -5.54 -0.220
C 4.61 2.73 -4.63 -0.235
C 5.45 3.78 -5.36 -0.269
C 6.55 3.19 -6.23 -0.111
H 2.16 4.04 -5.21 0.069
H 1.08 3.65 -6.55 0.075
H 1.19 2.56 -5.17 0.056
H 3.42 3.11 -7.19 0.099
H 2.43 1.67 -7.15 0.107
H 4.55 1.16 -6.11 0.104
H 3.28 1.07 -4.92 0.094
H 5.27 2.14 -3.99 0.111
H 3.91 3.23 -3.96 0.090
H 5.90 4.44 -4.61 0.103
H 4.80 4.42 -5.97 0.098
H 7.23 2.58 -5.63 0.074
H 7.14 3.98 -6.70 0.068
H 6.14 2.57 -7.02 0.065
C -0.73 0.23 8.39 -0.111
C 0.44 0.48 7.44 -0.270
C 0.01 1.01 6.08 -0.230
C -0.88 0.07 5.27 -0.231
C -0.28 -1.31 5.00 -0.263
C 1.00 -1.26 4.16 -0.105
H -1.41 -0.53 8.01 0.065
H -0.37 -0.12 9.36 0.069
H -1.30 1.14 8.56 0.075
H 1.02 -0.44 7.33 0.098
H 1.11 1.21 7.90 0.104
H 0.90 1.26 5.50 0.100
H -0.53 1.96 6.22 0.109
H -1.12 0.55 4.32 0.106
H -1.84 -0.06 5.79 0.100
H -1.02 -1.91 4.46 0.078
H -0.08 -1.83 5.94 0.102
H 0.81 -0.77 3.20 0.067
H 1.37 -2.26 3.97 0.070
H 1.79 -0.71 4.67 0.066

No. 9
17
Properties=species:S:1:pos:R:3:lowdin_charge:R:1 method="wB97M-V/def2-TZVPD" smiles="C1#[PH]C=NN1.C=CC" lumo_energy_ev=0.060 relative_energy_kj_mol=416.42 charge=0
C -1.19 -0.08 0.99 -0.375
P -2.53 1.00 1.48 0.879
C -3.06 0.95 -0.32 -0.367
N -2.40 0.10 -0.99 -0.038
N -1.30 -0.30 -0.29 -0.167
H -1.94 2.20 1.22 -0.075
H -3.93 1.54 -0.61 0.060
H -0.84 -1.12 -0.80 0.165
C 2.34 -1.66 -0.51 -0.039
C 2.04 -0.76 0.44 -0.250
C 1.60 0.62 0.03 -0.146
H 2.39 -1.36 -1.58 0.062
H 2.66 -2.65 -0.42 0.023
H 1.91 -1.17 1.47 0.100
H 0.63 0.92 0.62 0.041
H 1.22 0.44 -0.98 0.059
H 2.40 1.32 0.24 0.067

No. 10
9
Properties=species:S:1:pos:R:3:lowdin_charge:R:1 method="wB97M-V/def2-TZVPD" lumo_energy_ev=-0.960 relative_energy_kj_mol=637.92 charge=0
N 0.83 -0.03 -3.45 0.153
C 0.58 0.14 -2.33 -0.281
N -0.07 0.26 -1.11 0.150
N 0.44 -0.52 -0.16 -0.276
O 1.31 -1.35 0.06 0.097
O -0.02 -0.43 1.16 -0.108
N -1.10 0.47 1.44 0.057
H -1.38 0.23 2.44 0.116
H -0.58 1.22 1.96 0.093

No. 11
15
Properties=species:S:1:pos:R:3:lowdin_charge:R:1 method="wB97M-V/def2-TZVPD" lumo_energy_ev=0.038 relative_energy_kj_mol=446.77 charge=0
C 1.22 -1.27 -0.62 -0.426
C -0.31 -0.91 -1.03 -0.350
C -1.10 1.14 0.53 -1.287
H 0.73 -1.50 1.32 0.027
H 1.55 -0.24 1.13 0.082
H 1.39 -2.40 -0.89 0.137
H 1.85 -0.80 -1.26 0.045
H -0.87 -1.38 0.06 0.071
H -0.74 -1.26 -1.89 0.016
H -0.90 2.87 -0.64 0.123
H -1.23 3.44 1.36 0.239
N 1.46 -1.20 0.75 -0.029
N -0.96 2.54 0.50 -0.206
S -0.12 0.93 -0.75 0.927
S -1.96 0.06 1.43 0.632

No. 12
80
Properties=species:S:1:pos:R:3:lowdin_charge:R:1 method="wB97M-V/def2-TZVPD" lumo_energy_ev="-8.731 / -7.727" relative_energy_kj_mol=104.70 charge=+2
C 0.24 0.12 -8.04 0.019
C -0.82 0.43 -7.14 -0.201
C -1.98 0.93 -7.76 -0.007
C -2.11 0.95 -9.16 -0.100
N -1.12 0.58 -9.98 0.086
C 0.02 0.18 -9.43 -0.106
C -0.80 0.33 -5.70 0.111
C -0.73 0.37 -4.46 -0.176
C 0.16 0.88 -3.39 -0.435
C 0.76 -0.17 -2.54 -0.089
C 1.53 0.29 -1.46 -0.127
C 1.68 1.66 -1.23 -0.643
C 0.99 2.65 -1.98 -0.109
C 0.17 2.29 -3.05 -0.064
Cd -1.67 0.37 -2.46 1.238
P -0.19 -1.94 1.81 0.905
H -2.81 1.30 -7.18 0.114
H 1.23 -0.18 -7.72 0.117
H -3.04 1.26 -9.64 0.122
H 0.80 -0.12 -10.16 0.125
H -0.35 3.06 -3.67 0.142
H 0.66 -1.26 -2.77 0.140
H 1.02 3.69 -1.65 0.116
H 1.88 -0.38 -0.68 0.001
C -0.23 -2.17 3.67 -0.416
C -1.34 -3.03 4.27 -0.158
H -0.30 -1.13 4.05 0.046
H 0.77 -2.54 3.94 0.080
H -1.16 -3.12 5.35 0.082
H -2.32 -2.55 4.15 0.062
H -1.38 -4.04 3.84 0.066
C -1.90 -2.49 1.23 -0.426
C -1.90 -3.29 -0.08 -0.166
H -2.44 -1.54 1.08 0.019
H -2.40 -3.05 2.03 0.063
H -2.89 -3.19 -0.56 0.073
H -1.13 -2.92 -0.79 0.046
H -1.72 -4.37 0.12 0.074
C 0.86 -3.37 1.34 -0.502
C 0.45 -4.73 1.88 -0.146
H 1.87 -3.10 1.68 -0.027
H 0.90 -3.38 0.24 0.063
H 1.01 -5.51 1.35 0.083
H 0.68 -4.84 2.94 0.073
H -0.60 -4.96 1.73 0.052
Br 2.33 2.11 0.43 0.934
P -2.11 2.61 1.78 1.197
C -2.48 0.89 2.23 -0.371
C -3.71 0.83 3.14 -0.131
H -1.60 0.47 2.73 0.055
H -2.65 0.37 1.29 0.055
H -4.15 -0.17 3.20 0.088
H -3.43 1.15 4.16 0.090
H -4.50 1.51 2.79 0.072
C -0.37 2.91 2.24 -0.399
C -0.28 4.30 2.90 -0.135
H 0.22 2.86 1.32 -0.027
H -0.01 2.10 2.89 0.092
H 0.67 4.41 3.46 0.087
H -0.33 5.09 2.13 0.086
H -1.13 4.44 3.59 0.073
C -2.20 2.82 0.01 -0.422
C -3.59 3.35 -0.34 -0.143
H -1.96 1.83 -0.40 -0.018
H -1.42 3.54 -0.30 0.091
H -3.66 3.65 -1.39 0.079
H -4.35 2.60 -0.16 0.080
H -3.81 4.22 0.28 0.082
S 3.18 -1.22 1.21 0.659
C 4.31 -0.84 2.38 -0.747
N 4.54 0.49 2.75 0.043
C 5.59 0.86 3.55 -0.051
C 6.44 -0.11 4.05 -0.052
C 6.21 -1.46 3.73 -0.028
C 5.14 -1.82 2.92 -0.093
H 3.95 1.21 2.33 0.064
H 5.71 1.92 3.73 0.128
H 7.27 0.19 4.67 0.112
H 6.89 -2.22 4.10 0.119
H 4.95 -2.85 2.61 0.111

F_max (computed, eV/Å): 6.4 2.4 2.3 2.5 2.0 4.4 2.0 3.1 3.4 4.1 7.4 4.1